[1]
The following is a DFT calculation (the ωB97M-V functional and the def2-TZVPD basis) of a cluster of 3 separate species, C12H25FO7P in total.

**Total charge**: -1
**DFT total energy**: -39185.090 eV
**Frontier orbital gap**: 0.1991 Ha

Geometry as XYZ:
```
46
C12H25FO7P, DFT the ωB97M-V functional and the def2-TZVPD basis
C 1.50296 -1.93176 3.54316
C 0.90685 -2.66483 2.34850
O -0.45655 -2.34852 2.15380
C -0.73112 -1.49780 1.03764
C -0.06106 -0.13009 1.01864
P 1.62135 0.06555 0.04543
C 1.92177 1.85682 0.77399
C 3.14086 1.96885 1.66836
F 2.14208 2.75361 -0.32513
H 2.55369 -2.21065 3.67769
H 1.45126 -0.85037 3.40768
H 0.95379 -2.20012 4.45353
H 1.48680 -2.47469 1.43898
H 0.95379 -3.74631 2.55001
H -1.81395 -1.38653 1.05941
H -0.48588 -2.03240 0.10190
H -0.74668 0.53675 0.47332
H -0.01009 0.26424 2.04516
H 0.90756 0.70555 -1.06468
H 2.90799 0.24761 -0.71327
H 2.38815 -0.52796 1.17827
H 1.46662 -1.26867 -0.56343
H 1.02084 2.24708 1.26316
H 4.02266 2.11373 1.03552
H 3.08986 2.80495 2.37640
H 3.28355 1.04041 2.23080
C 2.80044 1.91796 -5.26163
C 2.75971 1.83195 -3.74478
O 1.75318 0.85075 -3.53514
C 1.64280 0.07635 -4.62063
O 1.02116 -0.92996 -4.71598
O 2.36762 0.61503 -5.65478
H 3.78875 2.11662 -5.66949
H 2.09017 2.65204 -5.65049
H 3.69051 1.46735 -3.30776
H 2.47193 2.75434 -3.24860
C -6.66141 -0.02513 0.93340
C -6.06659 -1.31066 0.38160
O -4.68130 -0.99445 0.31402
C -4.41060 -0.00059 1.19990
O -3.32971 0.36435 1.49886
O -5.57866 0.50823 1.69015
H -7.52041 -0.17822 1.58183
H -6.92121 0.68078 0.14147
H -6.20434 -2.15451 1.06110
H -6.42915 -1.57667 -0.60788
```

=====

[2]
The following is a DFT calculation (the ωB97M-V functional and the def2-TZVPD basis) of a structure of composition C29H22CaCl2I2N3O2S in a non-equilibrium geometry.

**Total charge**: +1
**DFT total energy**: -109514.003 eV
**Relative energy (zero: lowest compared OMol25 entry of this formula, charge and spin)**: 27.9 kcal/mol
**Frontier orbital gap**: 0.2182 Ha

Geometry as XYZ:
```
62
C29H22CaCl2I2N3O2S, DFT the ωB97M-V functional and the def2-TZVPD basis
Ca -0.30093 -0.16038 0.43585
C -4.18726 1.22616 -1.23376
O -3.69284 0.06672 -1.95091
C -2.91631 -0.58507 -1.09025
N -2.89250 -0.18407 0.12279
C -3.87252 0.89805 0.24471
C -3.37208 2.02242 1.11974
C -2.54805 1.74058 2.20878
C -2.12775 2.75814 3.05378
C -2.53947 4.06167 2.82519
C -3.38698 4.34274 1.76437
C -3.80416 3.32701 0.91589
C -2.04798 -1.70746 -1.49484
C -2.12921 -2.47209 -2.64475
C -1.18195 -3.48108 -2.80600
C -0.18687 -3.67633 -1.86080
C -0.16663 -2.82752 -0.76075
N -1.09842 -1.90225 -0.58808
C 0.83315 -2.83114 0.32333
N 0.72305 -2.07054 1.35524
C 1.83479 -2.39260 2.25529
C 2.70843 -3.33688 1.38809
O 1.85071 -3.67225 0.27202
C 2.60557 -1.20707 2.78932
C 2.49515 0.07334 2.26098
C 3.25991 1.11845 2.75694
C 4.15220 0.89222 3.79187
C 4.27067 -0.38238 4.32858
C 3.49977 -1.42196 3.83478
H -5.24673 1.32875 -1.44599
H -3.64600 2.10371 -1.59440
H -4.76948 0.48541 0.72121
H -2.30685 0.71027 2.45127
H -1.48696 2.52909 3.89626
H -2.21647 4.85608 3.48426
H -3.73481 5.35447 1.60296
H -4.47948 3.55025 0.09810
H -2.89950 -2.29397 -3.38137
H -1.21674 -4.10962 -3.68563
H 0.57223 -4.43616 -1.98001
H 1.41744 -2.93476 3.10896
H 2.99537 -4.25899 1.88512
H 3.59093 -2.83012 0.99702
H 1.82910 0.26210 1.42730
H 3.17000 2.10637 2.32323
H 4.75426 1.70473 4.17570
H 4.96849 -0.56750 5.13456
H 3.59368 -2.41160 4.26835
Cl -0.66617 1.22304 -2.16184
C 0.53718 0.66949 -3.29230
C 0.38625 1.04205 -4.61594
C 1.31154 0.61318 -5.54751
C 2.37719 -0.17841 -5.14841
C 2.51834 -0.53546 -3.81969
Cl 3.85984 -1.52162 -3.37095
C 1.59737 -0.11990 -2.83287
S 1.80466 -0.58735 -1.17469
H -0.44830 1.66207 -4.91605
H 1.20354 0.89150 -6.58637
H 3.10419 -0.52281 -5.87082
I 0.44951 3.20449 0.12553
I 1.29487 4.79479 2.10761
```